(1)
{
  "formula": "C57H86INO31S",
  "method": "ωB97M-V with the def2-TZVPD basis set",
  "smiles": "CCSC[C@@]1(CCN)C(=O)O[C@@H]([C@@H](I)CC)[C@@H]1CCOCCOc1ccc(C(C)(C)CC(C)(C)C)cc1.O=C1OCCO1.O=C1OCCO1.O=C1OCCO1.O=C1OCCO1.O=C1OCCO1.O=C1OCCO1.O=C1OCCO1.O=C1OCCO1.O=C1OCCO1",
  "multiplicity": 1,
  "charge": 0,
  "e_homo_ev": -8.21,
  "mol_weight_g_mol": 1440.26,
  "gap_ev": 8.32,
  "species": ["C", "C", "S", "C", "C", "C", "C", "N", "C", "O", "O", "C", "C", "I", "C", "C", "C", "C", "C", "O", "C", "C", "O", "C", "C", "C", "C", "C", "C", "C", "C", "C", "C", "C", "C", "C", "C", "H", "H", "H", "H", "H", "H", "H", "H", "H", "H", "H", "H", "H", "H", "H", "H", "H", "H", "H", "H", "H", "H", "H", "H", "H", "H", "H", "H", "H", "H", "H", "H", "H", "H", "H", "H", "H", "H", "H", "H", "H", "H", "H", "H", "H", "H", "H", "H", "H", "H", "O", "C", "O", "C", "C", "O", "H", "H", "H", "H", "O", "C", "O", "C", "C", "O", "H", "H", "H", "H", "O", "C", "O", "C", "C", "O", "H", "H", "H", "H", "O", "C", "O", "C", "C", "O", "H", "H", "H", "H", "O", "C", "O", "C", "C", "O", "H", "H", "H", "H", "O", "C", "O", "C", "C", "O", "H", "H", "H", "H", "O", "C", "O", "C", "C", "O", "H", "H", "H", "H", "O", "C", "O", "C", "C", "O", "H", "H", "H", "H", "O", "C", "O", "C", "C", "O", "H", "H", "H", "H"],
  "coordinates": [[-3.842, 4.915, -1.068], [-2.566, 5.206, -1.881], [-1.086, 5.115, -0.808], [-0.248, 3.506, -1.001], [-0.892, 2.302, -0.304], [-2.239, 1.830, -0.931], [-2.229, 0.431, -1.564], [-3.606, 0.128, -2.050], [0.159, 1.180, -0.571], [0.920, 1.078, -1.522], [0.099, 0.307, 0.456], [-0.905, 0.739, 1.405], [-0.445, 0.044, 2.699], [-1.796, 0.354, 4.343], [-0.244, -1.457, 2.353], [-0.635, -2.481, 3.424], [-0.817, 2.250, 1.270], [-1.925, 3.097, 1.904], [-1.439, 4.429, 2.469], [-2.403, 5.445, 2.287], [-1.823, 6.721, 2.146], [-2.813, 7.837, 2.390], [-3.455, 8.320, 1.220], [-4.501, 7.588, 0.725], [-4.987, 7.992, -0.484], [-6.045, 7.390, -1.063], [-6.671, 6.322, -0.472], [-7.844, 5.649, -1.192], [-8.695, 6.661, -1.977], [-7.187, 4.729, -2.276], [-8.658, 4.697, -0.286], [-9.771, 5.301, 0.620], [-9.922, 4.310, 1.831], [-11.128, 5.273, -0.093], [-9.457, 6.684, 1.211], [-6.174, 5.905, 0.721], [-5.116, 6.535, 1.324], [-3.720, 5.132, -0.010], [-4.179, 3.893, -1.216], [-4.637, 5.563, -1.438], [-2.455, 4.522, -2.719], [-2.612, 6.242, -2.197], [0.738, 3.604, -0.550], [-0.118, 3.296, -2.061], [-3.046, 1.875, -0.206], [-2.442, 2.515, -1.749], [-1.562, 0.392, -2.422], [-1.978, -0.352, -0.854], [-3.606, 0.062, -3.060], [-3.840, -0.812, -1.743], [-1.875, 0.286, 1.189], [0.546, 0.410, 2.963], [0.790, -1.641, 2.078], [-0.840, -1.704, 1.472], [-0.183, -2.259, 4.390], [-0.252, -3.453, 3.112], [-1.705, -2.591, 3.487], [0.197, 2.584, 1.497], [-2.733, 3.315, 1.210], [-2.350, 2.513, 2.715], [-1.286, 4.323, 3.552], [-0.460, 4.681, 2.051], [-1.288, 6.865, 1.205], [-1.073, 6.834, 2.945], [-2.212, 8.670, 2.749], [-3.502, 7.598, 3.199], [-4.514, 8.822, -0.993], [-6.362, 7.767, -2.023], [-8.805, 7.595, -1.431], [-9.636, 6.239, -2.313], [-8.138, 6.911, -2.882], [-6.330, 5.243, -2.701], [-7.919, 4.584, -3.073], [-6.919, 3.754, -1.873], [-7.945, 4.094, 0.267], [-9.161, 4.008, -0.970], [-9.075, 3.630, 1.901], [-9.939, 4.842, 2.781], [-10.847, 3.737, 1.780], [-11.217, 6.031, -0.868], [-11.253, 4.275, -0.509], [-11.942, 5.416, 0.619], [-9.764, 7.471, 0.524], [-8.435, 6.800, 1.554], [-10.093, 6.815, 2.088], [-6.605, 5.066, 1.243], [-4.786, 6.169, 2.281], [-2.422, -4.545, 4.445], [-3.595, -4.481, 4.631], [-4.309, -5.352, 5.383], [-5.626, -4.816, 5.546], [-5.754, -3.900, 4.349], [-4.396, -3.522, 4.108], [-6.367, -5.611, 5.555], [-5.671, -4.276, 6.494], [-6.138, -4.413, 3.466], [-6.369, -3.025, 4.545], [-4.146, -3.253, -1.214], [-3.454, -3.892, -0.486], [-2.109, -3.778, -0.413], [-1.667, -4.524, 0.730], [-2.775, -5.528, 0.919], [-3.910, -4.827, 0.385], [-0.704, -4.991, 0.541], [-1.570, -3.844, 1.571], [-2.619, -6.441, 0.343], [-2.935, -5.789, 1.962], [0.799, -5.705, 1.518], [1.498, -5.000, 0.856], [1.281, -3.683, 0.656], [2.440, -3.139, 0.003], [3.036, -4.355, -0.662], [2.606, -5.419, 0.204], [2.157, -2.363, -0.704], [3.097, -2.704, 0.757], [2.631, -4.529, -1.660], [4.118, -4.317, -0.725], [5.697, -5.443, -2.520], [5.944, -4.414, -3.067], [6.590, -4.311, -4.242], [6.497, -2.950, -4.687], [6.269, -2.205, -3.399], [5.608, -3.188, -2.584], [7.415, -2.640, -5.191], [5.652, -2.866, -5.376], [7.202, -1.917, -2.913], [5.644, -1.324, -3.522], [4.967, 6.354, -4.375], [4.293, 5.617, -3.735], [3.106, 5.951, -3.167], [2.497, 4.752, -2.683], [3.682, 3.835, -2.493], [4.606, 4.321, -3.471], [1.955, 4.936, -1.761], [1.799, 4.381, -3.437], [4.132, 3.932, -1.502], [3.442, 2.789, -2.671], [2.999, -1.212, 2.719], [3.052, -1.460, 3.882], [3.369, -2.663, 4.412], [3.542, -2.488, 5.824], [2.717, -1.249, 6.098], [2.792, -0.555, 4.850], [3.189, -3.362, 6.365], [4.603, -2.342, 6.036], [1.673, -1.485, 6.310], [3.112, -0.636, 6.904], [9.336, -2.195, -4.950], [10.014, -2.921, -4.285], [11.352, -3.013, -4.373], [11.818, -3.809, -3.269], [10.590, -4.618, -2.924], [9.524, -3.755, -3.342], [12.675, -4.423, -3.564], [12.119, -3.142, -2.458], [10.527, -5.549, -3.490], [10.510, -4.842, -1.863], [14.409, -4.908, -4.119], [14.712, -5.978, -4.550], [13.896, -6.757, -5.295], [14.675, -7.841, -5.813], [15.813, -7.921, -4.821], [15.910, -6.570, -4.357], [14.084, -8.753, -5.860], [15.011, -7.583, -6.819], [15.586, -8.569, -3.973], [16.749, -8.242, -5.272], [4.750, -11.572, 2.464], [4.297, -10.552, 2.056], [4.997, -9.398, 1.923], [4.183, -8.472, 1.195], [2.787, -8.984, 1.458], [3.010, -10.385, 1.661], [4.335, -7.458, 1.554], [4.455, -8.520, 0.139], [2.348, -8.559, 2.363], [2.109, -8.815, 0.626]],
  "lowdin_charge": [-0.149, -0.452, 0.933, -0.407, -0.329, -0.101, -0.232, 0.016, -0.429, 0.108, 0.048, -0.317, -0.599, 0.960, -0.275, -0.173, -0.168, -0.126, -0.224, -0.160, -0.212, -0.159, -0.020, -0.280, -0.009, -0.059, -0.221, -0.447, -0.043, -0.034, -0.118, -0.535, -0.047, -0.065, -0.040, -0.048, -0.025, 0.046, 0.072, 0.039, 0.070, 0.062, 0.077, 0.087, 0.114, 0.096, 0.120, 0.106, 0.063, 0.039, 0.148, 0.087, 0.077, 0.103, 0.054, 0.066, 0.025, 0.164, 0.103, 0.022, 0.130, 0.110, 0.089, 0.128, 0.128, 0.131, 0.131, 0.122, 0.081, 0.080, 0.077, 0.075, 0.084, 0.088, 0.093, 0.120, 0.069, 0.070, 0.073, 0.068, 0.083, 0.084, 0.074, 0.076, 0.077, 0.120, 0.115, 0.153, -0.562, 0.067, -0.115, -0.111, 0.055, 0.133, 0.133, 0.135, 0.134, 0.147, -0.567, 0.070, -0.108, -0.088, 0.060, 0.093, 0.102, 0.136, 0.125, 0.134, -0.568, 0.049, -0.086, -0.098, 0.064, 0.142, 0.119, 0.140, 0.115, 0.145, -0.576, 0.068, -0.114, -0.105, 0.041, 0.103, 0.135, 0.129, 0.133, 0.166, -0.567, 0.065, -0.127, -0.116, 0.058, 0.101, 0.136, 0.134, 0.131, 0.152, -0.566, 0.068, -0.107, -0.111, 0.060, 0.135, 0.134, 0.130, 0.134, 0.135, -0.558, 0.084, -0.104, -0.101, 0.053, 0.090, 0.139, 0.136, 0.134, 0.146, -0.549, 0.068, -0.112, -0.112, 0.073, 0.134, 0.135, 0.134, 0.134, 0.160, -0.572, 0.058, -0.121, -0.119, 0.058, 0.127, 0.136, 0.133, 0.132]
}

=====

(2)
{
  "formula": "C34H60Cl4O22V",
  "method": "ωB97M-V with the def2-TZVPD basis set",
  "multiplicity": 2,
  "charge": 0,
  "e_homo_ev": [-8.86, -9.70],
  "mol_weight_g_mol": 1013.59,
  "gap_ev": [9.22, 10.05],
  "relative_energy_kcal_mol": 0.0,
  "s_squared": 0.774,
  "species": ["O", "V", "O", "H", "O", "H", "C", "Cl", "Cl", "H", "H", "C", "Cl", "Cl", "H", "H", "O", "C", "O", "C", "C", "C", "H", "H", "H", "H", "H", "H", "O", "C", "O", "C", "C", "C", "H", "H", "H", "H", "H", "H", "O", "C", "O", "C", "C", "C", "H", "H", "H", "H", "H", "H", "O", "C", "O", "C", "C", "C", "H", "H", "H", "H", "H", "H", "O", "C", "O", "C", "C", "C", "H", "H", "H", "H", "H", "H", "C", "C", "O", "C", "O", "O", "C", "H", "H", "H", "H", "H", "H", "H", "H", "C", "C", "O", "C", "O", "O", "C", "H", "H", "H", "H", "H", "H", "H", "H", "C", "C", "O", "C", "O", "O", "C", "H", "H", "H", "H", "H", "H", "H", "H"],
  "coordinates": [[0.129, -1.274, -2.871], [0.638, -1.700, -1.365], [0.900, -3.365, -0.463], [1.592, -3.891, -0.853], [0.744, -0.348, -0.176], [1.350, 0.342, 0.162], [1.394, -1.539, 2.722], [2.911, -1.911, 3.558], [0.002, -2.167, 3.578], [1.321, -0.462, 2.729], [1.439, -1.939, 1.706], [0.521, 3.366, 0.472], [1.248, 4.995, 0.557], [0.556, 2.619, 2.060], [-0.486, 3.528, 0.155], [1.053, 2.794, -0.303], [6.043, 2.786, 3.364], [5.410, 2.321, 2.428], [5.943, 2.403, 1.195], [5.264, 1.402, 0.316], [3.895, 1.391, 0.893], [4.122, 1.565, 2.376], [5.776, 0.456, 0.413], [5.322, 1.817, -0.683], [3.390, 0.445, 0.725], [3.300, 2.225, 0.534], [4.287, 0.598, 2.845], [3.338, 2.099, 2.931], [-5.904, 1.126, -3.185], [-4.734, 1.364, -2.988], [-4.247, 2.636, -2.608], [-2.855, 2.592, -2.364], [-2.407, 1.121, -2.381], [-3.574, 0.484, -3.182], [-2.595, 3.084, -1.427], [-2.353, 3.152, -3.143], [-2.463, 0.701, -1.386], [-1.424, 0.892, -2.827], [-3.854, -0.537, -2.972], [-3.310, 0.585, -4.248], [-1.690, -2.037, -0.988], [-2.348, -2.892, -0.402], [-2.729, -3.990, -1.017], [-3.552, -4.798, -0.127], [-3.336, -4.236, 1.312], [-2.861, -2.814, 1.010], [-3.173, -5.805, -0.211], [-4.580, -4.729, -0.529], [-2.622, -4.876, 1.808], [-4.283, -4.179, 1.848], [-2.054, -2.428, 1.646], [-3.703, -2.137, 1.017], [0.434, 3.929, -2.324], [0.732, 4.863, -3.097], [0.994, 4.577, -4.373], [1.519, 5.709, -5.082], [1.184, 6.928, -4.212], [0.948, 6.323, -2.801], [1.046, 5.623, -6.064], [2.576, 5.519, -5.231], [0.321, 7.472, -4.532], [2.076, 7.595, -4.250], [0.134, 6.798, -2.264], [1.846, 6.368, -2.180], [1.275, -3.788, -3.589], [0.552, -4.764, -3.687], [0.171, -5.464, -2.606], [-0.716, -6.515, -2.894], [-1.138, -6.247, -4.317], [-0.076, -5.338, -4.887], [-1.547, -6.396, -2.168], [-0.195, -7.475, -2.774], [-2.126, -5.790, -4.348], [-1.150, -7.173, -4.890], [-0.494, -4.553, -5.544], [0.630, -5.963, -5.453], [2.207, 1.427, -3.130], [2.924, 0.256, -3.628], [3.953, -0.143, -2.612], [3.690, -1.191, -1.900], [2.722, -1.915, -2.013], [4.626, -1.341, -0.954], [4.457, -2.283, 0.080], [1.373, 1.220, -2.460], [1.743, 1.988, -3.935], [2.909, 2.136, -2.666], [3.589, 0.477, -4.466], [2.408, -0.669, -3.891], [3.417, -2.537, 0.228], [4.909, -1.906, 1.007], [4.974, -3.220, -0.208], [-1.434, 1.129, 6.501], [-0.572, 0.934, 5.318], [0.774, 0.537, 5.793], [1.657, 1.555, 5.756], [1.467, 2.673, 5.471], [2.864, 1.060, 6.119], [3.907, 2.090, 6.173], [-2.473, 1.231, 6.229], [-1.158, 2.035, 7.056], [-1.368, 0.262, 7.156], [-0.470, 1.873, 4.773], [-0.807, 0.104, 4.648], [4.368, 2.196, 5.186], [4.604, 1.640, 6.844], [3.514, 3.086, 6.417], [-6.131, -2.180, 2.980], [-6.317, -0.793, 2.383], [-5.357, -0.418, 1.342], [-4.172, -0.021, 1.897], [-3.950, 0.015, 3.060], [-3.291, 0.317, 0.921], [-2.050, 0.801, 1.388], [-6.185, -2.965, 2.218], [-7.053, -2.350, 3.584], [-5.289, -2.255, 3.674], [-6.204, -0.048, 3.183], [-7.315, -0.612, 1.979], [-1.592, 0.118, 2.078], [-2.203, 1.782, 1.812], [-1.411, 0.837, 0.521]],
  "lowdin_charge": [-0.375, 0.923, -0.344, -0.023, -0.345, -0.011, -1.013, 0.555, 0.606, -0.001, -0.004, -0.999, 0.548, 0.632, 0.008, 0.014, 0.094, -0.476, 0.029, -0.099, -0.172, -0.089, 0.119, 0.127, 0.096, 0.107, 0.106, 0.108, 0.108, -0.439, 0.005, -0.180, -0.114, -0.072, 0.113, 0.110, 0.075, 0.109, 0.123, 0.144, 0.041, -0.435, 0.058, -0.098, -0.100, -0.050, 0.110, 0.135, 0.116, 0.092, 0.100, 0.104, 0.029, -0.439, 0.018, -0.135, -0.124, -0.071, 0.129, 0.122, 0.102, 0.125, 0.126, 0.117, 0.091, -0.463, 0.022, -0.158, -0.157, -0.074, 0.123, 0.131, 0.119, 0.113, 0.144, 0.138, -0.067, -0.140, 0.069, -0.567, 0.032, -0.003, -0.033, 0.062, 0.080, 0.097, 0.130, 0.118, 0.069, 0.089, 0.114, -0.062, -0.215, 0.007, -0.637, 0.126, -0.018, -0.003, 0.076, 0.093, 0.086, 0.092, 0.067, 0.066, 0.086, 0.101, -0.070, -0.199, 0.020, -0.604, 0.140, -0.021, -0.083, 0.069, 0.090, 0.082, 0.120, 0.125, 0.069, 0.085, 0.057]
}

=====

(3)
{
  "formula": "H5N3S2",
  "method": "ωB97M-V with the def2-TZVPD basis set",
  "multiplicity": 1,
  "charge": 0,
  "e_homo_ev": -8.03,
  "mol_weight_g_mol": 111.19,
  "gap_ev": 7.41,
  "relative_energy_kcal_mol": 50.5,
  "species": ["N", "N", "N", "S", "S", "H", "H", "H", "H", "H"],
  "coordinates": [[-1.683, 0.693, 0.053], [1.629, -0.477, 0.369], [-0.738, -0.047, -0.555], [1.392, 0.833, -0.620], [-0.640, -1.623, 0.029], [-1.528, 1.684, -0.139], [-1.728, 0.505, 1.103], [2.426, -0.882, -0.106], [1.401, -0.628, 1.366], [-0.530, -0.059, -1.501]],
  "lowdin_charge": [-0.072, -0.569, -0.782, 0.611, 0.583, 0.079, 0.105, 0.006, 0.043, -0.005]
}